# 1
Here is a structure of composition C44H42BiBrN7O10 from OMol25. Energies are from ωB97M-V/def2-TZVPD.

Each line ends with the Löwdin charge.
Geometry (Å):
Bi: 1.403 -0.042 -0.616  2.09
N: 1.610 -1.342 1.668  -0.02
C: 3.010 -1.419 2.120  -0.14
C: 3.793 -0.143 1.782  -0.67
O: 4.724 0.176 2.529  0.00
O: 3.422 0.480 0.736  -0.22
H: 1.055 -0.845 2.355  0.06
H: 1.207 -2.269 1.560  0.08
H: 3.502 -2.238 1.593  0.11
H: 3.092 -1.606 3.191  0.12
Br: 4.619 -0.514 -2.553  0.86
C: 3.833 1.105 -3.112  -0.72
C: 4.456 1.915 -4.047  -0.11
C: 3.822 3.096 -4.395  -0.06
C: 2.613 3.424 -3.802  0.00
C: 2.068 2.545 -2.881  -0.17
N: 2.674 1.402 -2.551  0.01
C: 0.737 2.861 -2.194  -0.60
O: 0.235 3.956 -2.453  0.02
O: 0.281 1.963 -1.429  -0.17
H: 5.402 1.621 -4.477  0.10
H: 4.274 3.758 -5.123  0.11
H: 2.074 4.333 -4.021  0.11
C: -0.671 5.567 0.671  -0.07
O: -1.988 5.500 1.211  -0.08
C: -2.865 4.671 0.586  -0.28
C: -2.593 4.006 -0.608  0.02
C: -3.531 3.126 -1.126  -0.01
C: -4.731 2.896 -0.463  -0.30
C: -5.030 3.637 0.675  -0.05
C: -4.101 4.508 1.211  -0.01
N: -5.743 1.953 -0.860  0.06
N: -5.480 0.809 -1.270  0.06
C: -4.136 0.303 -1.332  -0.26
C: -3.743 -0.234 -2.529  -0.03
C: -2.421 -0.628 -2.776  0.00
C: -1.448 -0.504 -1.800  -0.38
O: -0.210 -0.870 -1.973  -0.26
C: -1.869 -0.006 -0.515  -0.18
N: -0.905 0.092 0.438  0.03
C: -1.224 0.506 1.640  -0.12
C: -2.550 0.784 2.012  -0.02
C: -3.533 0.697 1.069  0.00
C: -3.207 0.341 -0.257  -0.12
H: -0.117 6.232 1.331  0.09
H: -0.674 5.975 -0.341  0.09
H: -0.203 4.580 0.654  0.08
H: -1.652 4.117 -1.131  0.08
H: -3.285 2.592 -2.034  0.13
H: -5.993 3.491 1.151  0.11
H: -4.305 5.062 2.118  0.11
H: -4.482 -0.299 -3.320  0.11
H: -2.133 -1.028 -3.740  0.11
H: -0.421 0.644 2.352  0.09
H: -2.769 1.081 3.028  0.11
H: -4.562 0.905 1.330  0.12
C: -4.029 -5.854 -2.847  -0.06
C: -3.488 -4.901 -1.813  -0.23
C: -4.367 -4.181 -1.012  -0.05
C: -3.897 -3.297 -0.053  -0.07
C: -2.533 -3.139 0.113  -0.02
C: -1.640 -3.830 -0.697  -0.21
N: -0.251 -3.574 -0.548  0.09
C: 0.636 -4.476 -0.017  -0.20
C: 0.149 -5.624 0.637  -0.03
C: 1.005 -6.541 1.210  -0.10
C: 2.383 -6.357 1.160  -0.11
C: 2.872 -5.232 0.523  -0.04
C: 2.040 -4.282 -0.068  -0.08
C: 2.728 -3.097 -0.718  -0.62
O: 3.949 -3.036 -0.714  -0.02
O: 1.940 -2.199 -1.228  -0.28
C: -2.107 -4.720 -1.669  -0.16
C: -1.141 -5.458 -2.554  -0.02
H: -5.110 -5.952 -2.750  0.07
H: -3.586 -6.847 -2.749  0.08
H: -3.815 -5.507 -3.861  0.08
H: -5.434 -4.315 -1.146  0.10
H: -4.589 -2.733 0.559  0.10
H: -2.137 -2.473 0.869  0.11
H: 0.149 -2.787 -1.052  0.09
H: -0.922 -5.775 0.695  0.11
H: 0.589 -7.409 1.708  0.10
H: 3.056 -7.075 1.609  0.09
H: 3.936 -5.046 0.456  0.11
H: -0.970 -6.477 -2.195  0.09
H: -0.177 -4.955 -2.580  0.08
H: -1.519 -5.527 -3.575  0.07
O: 1.695 1.448 3.284  0.08
C: 1.926 2.334 2.308  -0.50
O: 1.141 2.532 1.414  0.07
C: 3.281 3.022 2.425  -0.23
N: 3.908 2.654 3.705  -0.03
C: 4.209 3.877 4.458  -0.19
C: 3.205 4.889 3.913  -0.17
C: 3.176 4.548 2.423  -0.11
H: 3.842 2.624 1.577  0.15
H: 4.692 2.031 3.543  0.10
H: 2.497 1.557 3.869  0.11
H: 5.232 4.225 4.274  0.11
H: 4.098 3.711 5.531  0.11
H: 3.491 5.920 4.119  0.11
H: 2.222 4.715 4.359  0.11
H: 4.051 4.972 1.928  0.12
H: 2.287 4.894 1.897  0.11

The charge is -1. The value obtained for the energy relative to the best compared isomer or geometry (same formula, charge and spin) is 0.0 kcal/mol. The value obtained for the electronic energy is -153103.9145 eV. Its max |F| is 0.19 eV Å⁻¹. For the HOMO energy, the calculation gives -5.06 eV.

# 2
Here is the ion C4H11N5 with charge +2 at a distorted geometry from OMol25. Energies are from ωB97M-V/def2-TZVPD.

Each line ends with the Löwdin charge.
Geometry (Å):
C: -1.143 1.600 0.533  -0.08
C: -0.739 0.223 0.620  -0.12
C: -1.386 -0.879 -0.024  -0.29
N: -2.592 -0.940 -0.500  0.25
N: -0.488 -1.949 -0.281  0.18
N: 0.708 -1.708 -0.173  0.11
C: 1.238 -0.468 -0.221  -0.36
N: 1.154 0.345 -1.281  0.15
N: 2.509 -0.374 0.590  0.31
H: -1.680 2.175 1.425  0.17
H: -1.540 1.950 -0.425  0.09
H: -0.229 2.320 0.469  0.13
H: -0.420 0.061 1.593  0.12
H: -3.307 -0.326 -0.098  0.17
H: -2.890 -1.919 -0.811  0.20
H: 0.384 0.210 -1.975  0.16
H: 1.999 0.775 -1.849  0.21
H: 2.845 -1.352 0.645  0.20
H: 2.272 0.052 1.485  0.18
H: 3.304 0.204 0.279  0.20

As for the SMILES: C/C=C(N)/N=N\C(=[NH2+])[NH3+]. The charge is +2. The value obtained for the energy relative to the best compared isomer or geometry (same formula, charge and spin) is 98.2 kcal/mol. The value obtained for the electronic energy is -11755.1583 eV. Its max |F| is 4.64 eV Å⁻¹. For the HOMO energy (spin up / spin down), the calculation gives -17.09 / -17.09 eV.

# 3
Here is a cluster of 10 separate species, C43H71N3O14 in total at a distorted geometry from OMol25. Energies are from ωB97M-V/def2-TZVPD.

Each line ends with the Löwdin charge.
Geometry (Å):
C: -2.537 2.403 -3.235  -0.07
C: -3.870 2.192 -2.704  -0.23
O: -3.696 1.302 -1.590  -0.02
C: -4.792 0.701 -1.111  -0.55
C: -4.509 -0.281 -0.011  0.02
O: -5.939 0.927 -1.457  0.08
H: -2.051 1.514 -3.584  0.07
H: -1.944 2.942 -2.502  0.07
H: -2.622 3.071 -4.091  0.09
H: -4.306 3.086 -2.229  0.13
H: -4.635 1.778 -3.338  0.12
H: -4.576 -1.321 -0.305  0.08
H: -5.264 -0.102 0.775  0.09
H: -3.499 -0.131 0.420  0.08
C: -6.416 4.167 1.005  -0.06
C: -5.557 2.994 1.419  -0.24
O: -4.360 3.125 0.680  -0.05
C: -3.327 3.763 1.362  -0.47
C: -2.126 3.866 0.460  0.03
O: -3.401 4.102 2.515  0.09
H: -6.465 4.225 -0.097  0.08
H: -5.941 5.123 1.299  0.08
H: -7.467 4.243 1.385  0.09
H: -5.348 2.982 2.494  0.12
H: -5.990 2.073 1.110  0.09
H: -1.751 2.890 0.158  0.08
H: -1.310 4.432 0.953  0.09
H: -2.333 4.381 -0.448  0.07
C: -2.761 -2.796 -6.513  -0.05
C: -1.330 -2.464 -6.055  -0.20
O: -0.839 -3.640 -5.445  -0.01
C: 0.452 -3.774 -5.369  -0.55
C: 0.818 -5.191 -4.977  0.04
O: 1.220 -2.892 -5.608  0.10
H: -2.872 -3.823 -6.956  0.10
H: -3.054 -2.083 -7.289  0.08
H: -3.376 -2.740 -5.639  0.06
H: -0.624 -2.248 -6.873  0.13
H: -1.273 -1.728 -5.272  0.12
H: 1.802 -5.469 -5.284  0.08
H: 0.191 -6.000 -5.333  0.09
H: 0.875 -5.248 -3.901  0.07
C: 3.213 -3.023 7.342  -0.04
C: 3.055 -3.964 6.139  -0.19
O: 1.906 -3.478 5.414  -0.01
C: 1.559 -4.131 4.331  -0.54
C: 0.679 -3.399 3.366  0.03
O: 1.998 -5.257 4.121  0.07
H: 2.331 -2.983 7.929  0.06
H: 3.444 -2.054 6.912  0.06
H: 4.020 -3.351 7.982  0.08
H: 3.982 -3.926 5.586  0.12
H: 2.860 -4.999 6.327  0.11
H: 1.248 -3.305 2.443  0.09
H: 0.457 -2.428 3.802  0.05
H: -0.219 -4.010 3.123  0.11
C: 1.648 -5.817 0.542  -0.07
C: 1.064 -4.914 -0.514  -0.19
O: 0.376 -5.820 -1.421  0.00
C: -0.748 -5.351 -1.948  -0.59
C: -1.454 -6.283 -2.865  0.03
O: -1.091 -4.231 -1.776  0.10
H: 2.434 -6.458 0.163  0.08
H: 0.950 -6.361 1.170  0.08
H: 2.124 -5.179 1.311  0.07
H: 0.337 -4.196 -0.076  0.10
H: 1.852 -4.306 -0.974  0.13
H: -0.784 -6.875 -3.493  0.08
H: -2.168 -5.723 -3.454  0.09
H: -1.992 -6.927 -2.207  0.08
C: 2.770 2.128 1.835  -0.09
C: 3.308 0.813 2.319  -0.18
O: 3.763 1.149 3.679  -0.03
C: 4.147 0.107 4.403  -0.60
C: 4.950 0.636 5.514  0.02
O: 4.032 -1.036 4.073  0.11
H: 3.564 2.872 1.917  0.09
H: 1.952 2.459 2.470  0.06
H: 2.279 2.101 0.876  0.03
H: 2.494 0.052 2.371  0.12
H: 4.129 0.430 1.690  0.14
H: 4.367 1.347 6.072  0.08
H: 5.876 1.132 5.190  0.11
H: 5.219 -0.088 6.247  0.07
C: 3.471 6.393 -4.014  -0.07
C: 2.020 6.178 -3.554  -0.18
O: 2.126 6.061 -2.118  0.00
C: 1.193 5.462 -1.437  -0.59
C: 1.550 5.287 0.034  0.04
O: 0.173 5.022 -1.842  0.10
H: 4.139 5.566 -3.754  0.08
H: 3.905 7.138 -3.376  0.07
H: 3.615 6.617 -5.073  0.08
H: 1.499 7.124 -3.774  0.12
H: 1.430 5.325 -3.995  0.13
H: 2.594 5.536 0.144  0.08
H: 1.379 4.220 0.259  0.08
H: 0.956 5.835 0.720  0.07
C: -0.947 -1.791 0.198  -0.09
C: -0.796 -1.021 1.387  -0.08
C: -0.202 0.221 1.367  -0.14
N: 0.242 0.827 0.239  0.08
C: 0.194 0.098 -0.848  -0.11
C: -0.373 -1.246 -0.907  -0.04
H: -1.416 -2.756 0.234  0.09
H: -1.224 -1.434 2.322  0.10
H: -0.157 0.870 2.271  0.09
H: 0.616 0.421 -1.768  0.06
H: -0.396 -1.828 -1.862  0.11
C: -0.897 -0.302 4.927  -0.08
C: 0.453 0.154 5.093  -0.04
C: 0.693 1.505 4.870  -0.15
N: -0.266 2.355 4.481  0.08
C: -1.508 1.905 4.305  -0.16
C: -1.858 0.617 4.539  -0.10
H: -1.161 -1.317 5.147  0.10
H: 1.159 -0.611 5.380  0.09
H: 1.680 1.847 5.052  0.09
H: -2.364 2.537 4.065  0.10
H: -2.878 0.223 4.563  0.11
C: 1.184 1.135 -4.476  -0.08
C: 1.993 0.021 -4.508  -0.06
C: 3.023 -0.019 -3.521  -0.12
N: 3.220 0.935 -2.577  0.05
C: 2.341 1.931 -2.509  -0.18
C: 1.347 2.147 -3.486  -0.05
H: 0.486 1.299 -5.251  0.09
H: 1.846 -0.821 -5.170  0.07
H: 3.611 -0.957 -3.432  0.11
H: 2.375 2.533 -1.611  0.09
H: 0.801 3.057 -3.488  0.07

As for the SMILES: CCOC(C)=O.CCOC(C)=O.CCOC(C)=O.CCOC(C)=O.CCOC(C)=O.CCOC(C)=O.CCOC(C)=O.c1ccncc1.c1ccncc1.c1ccncc1. The charge is 0. The value obtained for the energy relative to the best compared isomer or geometry (same formula, charge and spin) is 0.0 kcal/mol. The value obtained for the electronic energy is -78877.7555 eV. Its max |F| is 3.15 eV Å⁻¹. For the HOMO energy, the calculation gives -9.28 eV.

# 4
Here is a cluster of 2 separate species, C4H11N3O2 in total at a distorted geometry from OMol25. Energies are from ωB97M-V/def2-TZVPD.

Each line ends with the Löwdin charge.
Geometry (Å):
H: 2.168 -0.095 -2.450  0.02
N: 1.489 -0.131 -1.721  0.10
C: 0.282 0.177 -2.081  -0.56
N: -0.123 0.746 -3.278  0.12
N: -0.786 -0.435 -1.411  -0.02
C: -1.877 0.401 -0.890  -0.10
H: -0.946 0.572 -3.804  0.09
H: 0.485 1.496 -3.581  0.09
H: -0.328 -1.080 -0.768  0.11
H: -1.629 0.714 0.125  0.04
H: -2.809 -0.153 -0.865  0.07
H: -1.921 1.405 -1.322  0.08
C: 0.573 -0.508 3.746  0.02
C: 0.546 -0.202 2.265  -0.56
O: -0.216 0.474 1.645  0.08
O: 1.450 -0.997 1.603  0.02
H: 0.653 -1.536 4.039  0.08
H: -0.252 0.009 4.172  0.08
H: 1.601 -0.144 3.952  0.10
H: 1.640 -0.714 0.623  0.13

As for the SMILES: [H]/N=C(\N)NC.CC(=O)O. The charge is 0. The value obtained for the energy relative to the best compared isomer or geometry (same formula, charge and spin) is 29.1 kcal/mol. The value obtained for the electronic energy is -12891.5661 eV. Its max |F| is 3.29 eV Å⁻¹. For the HOMO energy, the calculation gives -9.03 eV.

# 5
Here is a structure of composition C23H56FN2O7Zr at a distorted geometry from OMol25. Energies are from ωB97M-V/def2-TZVPD.

Each line ends with the Mulliken spin population.
Geometry (Å):
Zr: 0.868 -0.044 -0.079  0.01
C: -2.315 0.578 -2.818  0.03
C: -1.236 1.099 -3.850  0.01
C: -1.988 2.184 -4.587  0.01
C: -1.126 2.974 -5.524  -0.01
C: -0.038 3.669 -4.603  0.02
C: 0.849 2.697 -3.772  -0.01
N: -0.104 1.710 -3.123  0.61
O: 0.479 0.825 -2.206  0.23
C: 1.564 3.616 -2.696  0.01
C: 1.916 2.067 -4.792  0.05
C: -0.916 -0.098 -4.731  0.05
H: -1.895 -0.106 -2.081  0.00
H: -3.224 0.159 -3.250  0.00
H: -2.747 1.421 -2.277  0.00
H: -2.499 2.829 -3.872  -0.01
H: -2.645 1.551 -5.183  0.00
H: -1.792 3.655 -6.053  0.00
H: -0.704 2.342 -6.305  0.00
H: -0.532 4.385 -3.946  -0.01
H: 0.585 4.230 -5.299  0.00
H: 1.878 4.560 -3.142  0.00
H: 2.340 3.004 -2.236  0.00
H: 0.806 3.913 -1.971  0.00
H: 2.327 1.101 -4.496  0.00
H: 2.762 2.708 -5.042  0.00
H: 1.423 1.786 -5.722  0.00
H: -0.244 0.113 -5.563  0.00
H: -1.777 -0.548 -5.224  0.00
H: -0.409 -0.882 -4.168  0.00
C: 3.243 -4.105 1.732  0.00
C: 1.689 -4.355 1.779  0.00
C: 1.326 -5.596 2.649  0.00
C: 1.216 -5.259 4.133  0.00
C: 0.208 -4.127 4.328  0.00
C: 0.670 -2.766 3.599  0.00
N: 0.905 -3.142 2.166  0.00
O: 1.250 -1.948 1.270  0.00
C: 1.838 -2.090 4.355  0.00
C: -0.589 -1.823 3.653  0.00
C: 1.161 -4.788 0.323  0.00
H: 3.733 -4.913 1.190  0.00
H: 3.789 -3.914 2.656  0.00
H: 3.436 -3.236 1.103  0.00
H: 2.131 -6.323 2.539  0.00
H: 0.398 -6.091 2.363  0.00
H: 2.178 -4.958 4.549  0.00
H: 1.012 -6.083 4.817  0.00
H: 0.191 -3.834 5.377  0.00
H: -0.819 -4.452 4.157  0.00
H: 2.196 -1.319 3.673  0.00
H: 2.679 -2.776 4.452  0.00
H: 1.513 -1.502 5.213  0.00
H: -0.588 -1.250 4.580  0.00
H: -1.533 -2.344 3.817  0.00
H: -0.599 -1.033 2.902  0.00
H: 1.383 -4.027 -0.425  0.00
H: 0.082 -4.732 0.178  0.00
H: 1.568 -5.768 0.072  0.00
F: -1.104 0.429 0.676  0.00
C: 0.671 1.571 3.128  0.00
O: 1.372 0.755 2.222  0.00
H: -0.017 0.987 3.740  0.00
H: 1.385 2.028 3.813  0.00
H: 0.121 2.411 2.707  0.00
H: 2.112 0.378 2.703  0.00
C: -2.750 1.895 3.077  0.00
O: -3.380 1.245 2.053  0.00
H: -2.119 1.283 3.722  0.00
H: -2.101 2.716 2.772  0.00
H: -3.438 2.325 3.804  0.00
H: -2.721 0.766 1.545  0.00
C: -1.965 -2.194 -0.169  0.00
O: -0.738 -1.879 -0.872  0.00
H: -2.237 -3.180 -0.546  0.00
H: -1.902 -2.152 0.918  0.00
H: -2.629 -1.439 -0.590  0.00
H: -0.845 -2.574 -1.527  0.00
C: 1.637 3.541 0.640  0.00
O: 0.985 2.405 0.059  0.01
H: 0.978 4.284 1.091  0.00
H: 2.263 3.230 1.477  0.00
H: 2.249 4.094 -0.073  0.00
H: 0.083 2.705 -0.078  0.00
C: -2.254 4.613 -0.121  0.00
O: -1.432 3.478 -0.174  -0.01
H: -1.618 5.495 -0.191  0.00
H: -3.036 4.498 -0.873  0.00
H: -2.902 4.672 0.754  0.00
H: -1.938 2.667 -0.272  0.00

The charge is +2. The value obtained for the energy relative to the best compared isomer or geometry (same formula, charge and spin) is 16.5 kcal/mol. The value obtained for the electronic energy is -46049.8266 eV. Its max |F| is 6.20 eV Å⁻¹. The multiplicity is 2. For the HOMO energy (spin up / spin down), the calculation gives -13.23 / -13.23 eV. Its expectation value of S² is 0.75.